Entry from the OMol25 dataset: a 3-piece molecular cluster, C6H10O overall (the ωB97M-V functional and the def2-TZVPD basis).

Its LUMO energy (spin up / spin down) is -0.45 / -0.45 eV. The calculation puts the frontier orbital gap (spin up / spin down) at 0.3112 / 0.3114 Ha. The charge is 0. The relative energy (zero: lowest compared OMol25 entry of this formula, charge and spin) comes out at 150.1 kcal/mol.

Last columns: bonded neighbours and bond lengths (Å).
Element x y z (Å)
1 C -1.360 0.428 1.533  C2 1.336, H8 1.089, H10 1.084
2 C -0.645 0.183 0.432  C1 1.336, C5 1.479, C7 1.524
3 C 0.910 1.340 -1.147  C4 1.489, C5 1.527, H11 1.094, H12 1.080
4 C 1.124 -0.134 -1.110  C3 1.489, C5 1.506, O6 1.405, H13 1.085
5 C 0.757 0.576 0.167  C2 1.479, C3 1.527, C4 1.506, H14 1.094
6 O 0.052 -0.926 -1.556  C4 1.405, C7 1.431
7 C -1.113 -0.588 -0.797  C2 1.524, O6 1.431, H16 1.103, H17 1.095
8 H -1.070 1.159 2.287  C1 1.089
9 H 1.083 -2.052 2.612  no bonds
10 H -2.287 -0.100 1.724  C1 1.084
11 H 0.049 1.726 -1.701  C3 1.094
12 H 1.779 1.979 -1.160  C3 1.080
13 H 2.108 -0.559 -1.275  C4 1.085
14 H 1.460 0.755 0.985  C5 1.094
15 H 0.608 -2.307 0.951  no bonds
16 H -1.793 0.014 -1.423  C7 1.103
17 H -1.663 -1.494 -0.522  C7 1.095

=====

Entry from the OMol25 dataset: C4H7NO2 in the gas phase (the ωB97M-V functional and the def2-TZVPD basis).

Its LUMO energy is 0.72 eV. The calculation puts the frontier orbital gap at 0.3991 Ha. The charge is 0. The SMILES is NC(=O)CCC=O. The relative energy (zero: lowest compared OMol25 entry of this formula, charge and spin) comes out at 22.8 kcal/mol.

Last columns: bonded neighbours and bond lengths (Å).
Element x y z (Å)
1 N -0.109 -0.493 2.119  C2 1.385, H8 1.007, H9 1.005
2 C -0.472 0.541 1.271  N1 1.385, O3 1.215, C4 1.483
3 O -1.527 1.100 1.496  C2 1.215
4 C 0.428 0.916 0.153  C2 1.483, C5 1.552, H10 1.093, H11 1.091
5 C 1.087 -0.207 -0.692  C4 1.552, C6 1.504, H12 1.117, H13 1.090
6 C 0.413 -0.366 -2.027  C5 1.504, O7 1.199, H14 1.112
7 O 0.038 -1.415 -2.468  C6 1.199
8 H -0.918 -0.900 2.559  N1 1.007
9 H 0.557 -1.181 1.812  N1 1.005
10 H -0.234 1.482 -0.508  C4 1.093
11 H 1.207 1.576 0.538  C4 1.091
12 H 2.043 0.139 -1.154  C5 1.117
13 H 1.120 -1.118 -0.094  C5 1.090
14 H 0.263 0.579 -2.594  C6 1.112

=====

Entry from the OMol25 dataset: a 6-piece molecular cluster, C12H36N2O6 overall (the ωB97M-V functional and the def2-TZVPD basis).

Its LUMO energy is -0.18 eV. The calculation puts the frontier orbital gap at 0.2963 Ha. The charge is 0. The SMILES is NC(N)=O.CC(C)O.CC(C)O.CC(C)O.CO.CO. The relative energy (zero: lowest compared OMol25 entry of this formula, charge and spin) comes out at 82.2 kcal/mol.

Last columns: bonded neighbours and bond lengths (Å).
Element x y z (Å)
1 N -2.060 -2.649 0.524  C2 1.317, H5 1.059, H6 1.070
2 C -2.157 -3.799 -0.111  N1 1.317, N3 1.322, O4 1.402
3 N -1.755 -4.842 0.596  C2 1.322, H7 1.070, H8 1.035
4 O -2.958 -3.865 -1.260  C2 1.402
5 H -1.674 -1.952 -0.173  N1 1.059
6 H -1.407 -2.438 1.344  N1 1.070
7 H -1.736 -5.796 0.113  N3 1.070
8 H -0.862 -4.828 1.119  N3 1.035
9 C -2.142 1.540 -0.437  C10 1.561, H13 1.074, H14 1.032, H15 1.081
10 C -2.869 2.201 0.776  C9 1.561, C11 1.507, O12 1.258, H16 1.060
11 C -4.049 3.031 0.342  C10 1.507, H17 1.092, H18 1.078, H19 1.130
12 O -3.090 1.484 1.785  C10 1.258, H20 0.978
13 H -2.678 0.718 -0.873  C9 1.074
14 H -1.210 1.168 -0.197  C9 1.032
15 H -1.991 2.227 -1.258  C9 1.081
16 H -2.220 2.982 1.078  C10 1.060
17 H -3.605 3.764 -0.335  C11 1.092
18 H -4.538 3.557 1.145  C11 1.078
19 H -4.801 2.431 -0.252  C11 1.130
20 H -2.953 1.987 2.612  O12 0.978
21 C 2.119 2.133 -0.153  C22 1.552, H25 1.138, H26 1.112, H27 1.061
22 C 1.831 3.294 0.836  C21 1.552, C23 1.515, O24 1.251, H28 1.063
23 C 0.439 3.319 1.435  C22 1.515, H29 1.064, H30 1.131, H31 1.105
24 O 2.704 3.597 1.679  C22 1.251, H32 0.956
25 H 1.319 1.865 -0.917  C21 1.138
26 H 2.393 1.246 0.459  C21 1.112
27 H 2.971 2.400 -0.726  C21 1.061
28 H 1.962 4.190 0.278  C22 1.063
29 H 0.244 4.092 2.140  C23 1.064
30 H 0.160 2.375 1.992  C23 1.131
31 H -0.309 3.535 0.652  C23 1.105
32 H 3.569 3.339 1.361  O24 0.956
33 C 2.151 -2.903 -2.123  C34 1.470, H37 1.069, H38 1.095, H39 1.116
34 C 2.786 -2.064 -1.097  C33 1.470, C35 1.486, O36 1.261, H40 1.096
35 C 3.601 -0.937 -1.620  C34 1.486, H41 1.078, H42 1.096, H43 1.064
36 O 2.076 -1.694 -0.122  C34 1.261, H44 0.982
37 H 2.835 -3.646 -2.477  C33 1.069
38 H 1.866 -2.260 -2.961  C33 1.095
39 H 1.292 -3.409 -1.623  C33 1.116
40 H 3.410 -2.814 -0.599  C34 1.096
41 H 4.305 -1.278 -2.361  C35 1.078
42 H 4.109 -0.447 -0.781  C35 1.096
43 H 2.999 -0.250 -2.166  C35 1.064
44 H 2.470 -1.741 0.776  O36 0.982
45 C -0.294 -0.338 2.171  O46 1.426, H47 1.078, H48 1.111, H49 1.109
46 O -0.205 -1.736 2.439  C45 1.426, H50 0.946
47 H -1.181 -0.091 1.610  C45 1.078
48 H 0.443 -0.101 1.375  C45 1.111
49 H -0.201 0.302 3.072  C45 1.109
50 H 0.498 -1.815 3.067  O46 0.946
51 C -0.373 -0.704 -2.362  O52 1.427, H53 1.107, H54 1.068, H55 1.096
52 O -0.575 -1.059 -0.995  C51 1.427, H56 0.982
53 H -0.407 -1.638 -2.957  C51 1.107
54 H 0.590 -0.242 -2.380  C51 1.068
55 H -1.120 -0.041 -2.813  C51 1.096
56 H 0.277 -1.401 -0.645  O52 0.982

=====

Entry from the OMol25 dataset: a 2-piece molecular cluster, C3H9N2OS overall (the ωB97M-V functional and the def2-TZVPD basis).

Its LUMO energy is 3.24 eV. The calculation puts the frontier orbital gap at 0.2119 Ha. The charge is -1. The relative energy (zero: lowest compared OMol25 entry of this formula, charge and spin) comes out at 149.5 kcal/mol.

Last columns: bonded neighbours and bond lengths (Å).
Element x y z (Å)
1 C -1.513 -0.588 -1.179  N4 1.484, H8 1.032, H9 0.988, H10 1.095
2 C -1.334 0.104 1.147  N4 1.419, H11 1.128, H12 1.182, H13 1.075
3 C 3.452 0.343 -0.065  N5 1.411, H14 1.022, H15 1.148, H16 1.133
4 N -0.632 -0.221 -0.042  C1 1.484, C2 1.419, S7 1.781
5 N 4.727 -0.048 -0.526  C3 1.411, O6 1.250
6 O 5.614 -0.019 0.354  N5 1.250
7 S 0.427 -1.644 0.119  N4 1.781
8 H -2.063 0.267 -1.356  C1 1.032
9 H -0.952 -0.759 -1.974  C1 0.988
10 H -2.272 -1.370 -1.077  C1 1.095
11 H -2.209 -0.475 1.560  C2 1.128
12 H -0.541 0.070 2.023  C2 1.182
13 H -1.859 1.014 0.920  C2 1.075
14 H 2.849 0.968 -0.605  C3 1.022
15 H 2.612 -0.431 0.052  C3 1.148
16 H 3.360 0.565 1.042  C3 1.133

=====

Entry from the OMol25 dataset: C8H9NO3 in the gas phase (the ωB97M-V functional and the def2-TZVPD basis).

Its LUMO energy (spin up / spin down) is -2.62 / -2.62 eV. The calculation puts the frontier orbital gap (spin up / spin down) at 0.2266 / 0.2265 Ha. The charge is 0. The relative energy (zero: lowest compared OMol25 entry of this formula, charge and spin) comes out at 185.3 kcal/mol.

Last columns: bonded neighbours and bond lengths (Å).
Element x y z (Å)
1 C -2.180 1.051 -3.005  C2 1.379, C3 1.375, H13 1.079
2 C -1.529 1.563 -1.902  C1 1.379, C4 1.411, H14 1.076
3 C -2.008 -0.256 -3.396  C1 1.375, N9 1.378, H15 1.078
4 C -0.650 0.703 -1.211  C2 1.411, C5 1.364, O11 1.341
5 C -0.565 -0.566 -1.703  C4 1.364, N9 1.325
6 C 1.014 0.400 0.453  C7 1.568, O11 1.406, H16 1.090, H17 1.096
7 C 0.402 -0.831 1.208  C6 1.568, C8 1.546, O12 1.336, H18 1.112
8 C 1.379 -1.212 2.345  C7 1.546, H19 1.087, H20 1.085, H21 1.088
9 N -1.240 -1.150 -2.683  C3 1.378, C5 1.325, O10 1.237
10 O -1.200 -2.336 -3.033  N9 1.237
11 O 0.058 1.207 -0.190  C4 1.341, C6 1.406
12 O 0.243 -1.854 0.364  C7 1.336
13 H -2.844 1.676 -3.583  C1 1.079
14 H -1.666 2.568 -1.542  C2 1.076
15 H -2.485 -0.685 -4.263  C3 1.078
16 H 1.509 1.072 1.154  C6 1.090
17 H 1.723 0.000 -0.281  C6 1.096
18 H -0.558 -0.502 1.662  C7 1.112
19 H 1.027 -2.124 2.819  C8 1.087
20 H 1.417 -0.413 3.077  C8 1.085
21 H 2.370 -1.393 1.934  C8 1.088

=====

Entry from the OMol25 dataset: C7H10Cl2OSSi in the gas phase (the ωB97M-V functional and the def2-TZVPD basis).

Its LUMO energy is 0.50 eV. The calculation puts the frontier orbital gap at 0.3596 Ha. The charge is 0. The SMILES is CCO[Si@](Cl)(CCl)c1cccs1. The relative energy (zero: lowest compared OMol25 entry of this formula, charge and spin) comes out at 9.2 kcal/mol.

Last columns: bonded neighbours and bond lengths (Å).
Element x y z (Å)
1 C 0.540 -1.221 -3.195  C2 1.546, H13 1.138, H14 1.152, H15 1.122
2 C 1.448 -0.880 -1.992  C1 1.546, O3 1.371, H16 1.132, H17 1.067
3 O 0.874 0.200 -1.374  C2 1.371, Si4 1.563
4 Si -0.300 0.141 -0.343  O3 1.563, Cl5 2.043, C6 1.891, C8 1.872
5 Cl -0.896 -1.805 -0.515  Si4 2.043
6 C -1.434 1.604 -0.732  Si4 1.891, Cl7 1.837, H18 1.186, H19 1.092
7 Cl -1.925 1.848 -2.485  C6 1.837
8 C -0.135 0.335 1.511  Si4 1.872, C9 1.391, S12 1.761
9 C -0.267 -0.617 2.517  C8 1.391, C10 1.400, H20 1.071
10 C -0.100 -0.098 3.807  C9 1.400, C11 1.367, H21 1.113
11 C 0.197 1.236 3.791  C10 1.367, S12 1.726, H22 1.044
12 S 0.117 1.930 2.213  C8 1.761, C11 1.726
13 H -0.240 -1.986 -2.878  C1 1.138
14 H 0.046 -0.218 -3.476  C1 1.152
15 H 1.149 -1.573 -4.069  C1 1.122
16 H 2.465 -0.542 -2.357  C2 1.132
17 H 1.524 -1.839 -1.530  C2 1.067
18 H -2.430 1.644 -0.089  C6 1.186
19 H -0.931 2.512 -0.391  C6 1.092
20 H -0.255 -1.678 2.372  C9 1.071
21 H 0.208 -0.832 4.585  C10 1.113
22 H 0.344 1.839 4.630  C11 1.044

=====

The following F_max values (in eV/Å) correspond, in order, to the records above: 2.4, 2.0, 10.6, 4.9, 3.6, 4.2.